# C4H13N3

A gas-phase ion, C4H13N3 (charge +2) (ωB97M-V with the def2-TZVPD basis set, OMol25).

The geometry in XYZ format:
```
20
Properties=species:S:1:pos:R:3
C 0.1376 -1.2506 0.8950
C 0.5499 0.4037 -0.9976
C 0.6350 2.1948 -1.4413
C 0.7991 -0.4725 -2.0985
N 0.4163 0.1188 0.2653
N -0.7746 -0.9755 2.0513
N -1.8397 -0.0703 1.7490
H -0.6067 -1.8419 0.2246
H 1.0619 -1.7991 1.2121
H 1.6908 2.3529 -1.2737
H 0.0017 2.7021 -0.7443
H 0.4148 2.2312 -2.5215
H 0.5805 -1.4545 -1.9396
H 1.9621 -0.3271 -2.1387
H 0.4841 -0.0556 -3.0516
H 0.4398 0.9276 0.9273
H -0.9275 -1.9420 2.4091
H -0.2456 -0.4279 2.8135
H -2.3308 0.1384 2.6243
H -2.4487 -0.4528 1.0355
```

charge: +2
SMILES: CC(C)=[NH+]C[NH2+]N
LUMO energy: -7.87 eV
total energy: -8809.07023 eV
E_HOMO: -0.730 hartree

***

# C2H3F3O

A single C2H3F3O molecule (ωB97M-V with the def2-TZVPD basis set, OMol25).

The geometry in XYZ format:
```
9
Properties=species:S:1:pos:R:3
C 0.8460 -0.0074 0.7348
C -0.2839 0.3448 -0.1650
O -0.8916 -1.1157 -0.7229
F -1.3659 0.9887 0.3711
F 0.0741 0.9729 -1.2112
F -1.5513 -0.8688 -1.8739
H 1.5403 -0.7959 0.1968
H 0.3252 -0.5306 1.5066
H 1.3070 1.0120 1.1637
```

SMILES: CC(F)(F)OF
LUMO energy: 0.81 eV
total energy: -12318.26669 eV
E_HOMO: -0.403 hartree

***

# C27H40BN10OsS3

A molecular structure, C27H40BN10OsS3 (ωB97M-V with the def2-TZVPD basis set, OMol25).

The geometry in XYZ format:
```
82
Properties=species:S:1:pos:R:3
Os -0.0048 -0.5186 0.1988
C -5.0375 1.6751 -0.6420
C -5.0548 0.5834 -1.7083
C -5.4196 -0.7865 -1.1446
C -6.0508 0.9623 -2.7981
N -3.6677 0.4955 -2.3310
C -3.4068 0.6648 -3.6762
C -2.0840 0.5006 -3.8640
N -1.5180 0.2279 -2.6302
B -0.0430 0.1582 -2.1877
N 0.9189 -0.7717 -2.9355
C 1.2338 -0.8290 -4.2828
C 2.2992 -1.6411 -4.4078
N 2.6606 -2.0798 -3.1445
C 1.8030 -1.5435 -2.2640
S 1.6885 -1.8875 -0.5388
C 3.8631 -3.0090 -2.9901
C 5.0569 -2.2970 -3.6227
C 3.5200 -4.3028 -3.7227
C 4.1713 -3.3006 -1.5304
N 0.5363 1.5834 -2.1467
C 0.7155 2.3895 -3.2542
C 1.1736 3.5851 -2.8146
N 1.2807 3.5137 -1.4426
C 0.8876 2.2879 -1.0772
S 0.8363 1.5304 0.4812
C 1.7603 4.6365 -0.5350
C 3.0380 4.1732 0.1574
C 2.0520 5.8589 -1.3957
C 0.6427 4.9590 0.4527
C -2.5043 0.2331 -1.7193
S -2.2852 -0.1055 -0.0079
H -6.0446 1.7919 -0.2441
H -4.7334 2.6311 -1.0699
H -4.3840 1.4353 0.1956
H -6.4356 -0.7374 -0.7538
H -4.7702 -1.0965 -0.3278
H -5.3977 -1.5457 -1.9274
H -7.0319 1.0420 -2.3333
H -6.1233 0.2006 -3.5751
H -5.8276 1.9311 -3.2464
H -4.1801 0.8801 -4.3886
H -1.5128 0.5469 -4.7734
H -0.3867 -0.8169 -1.3597
H 0.6728 -0.3154 -5.0423
H 2.8287 -1.9508 -5.2899
H 4.9236 -2.1080 -4.6868
H 5.9325 -2.9365 -3.5194
H 5.2654 -1.3532 -3.1173
H 3.3530 -4.1430 -4.7878
H 2.6349 -4.7728 -3.2924
H 4.3537 -4.9968 -3.6243
H 4.3716 -2.3934 -0.9591
H 5.0823 -3.8978 -1.5083
H 3.3936 -3.8911 -1.0493
H 0.5118 2.0659 -4.2590
H 1.4290 4.4697 -3.3675
H 3.8078 3.9199 -0.5724
H 2.8718 3.3168 0.8106
H 3.4165 4.9864 0.7755
H 2.8541 5.6788 -2.1123
H 2.3866 6.6570 -0.7354
H 1.1629 6.2179 -1.9153
H 0.4255 4.1314 1.1275
H -0.2712 5.2411 -0.0715
H 0.9530 5.8044 1.0653
N -0.0187 -1.8710 4.1603
C 0.5829 -0.6781 4.4858
C 0.7249 0.0104 3.3248
N 0.2156 -0.7542 2.2955
C -0.2252 -1.8870 2.8380
C -0.8047 -2.8516 1.9343
N -0.8342 -2.5165 0.6544
C -1.4126 -3.5541 -0.0260
C -1.7372 -4.5299 0.8680
N -1.3456 -4.0707 2.1010
H -0.2530 -2.5986 4.8190
H 0.8515 -0.4320 5.4983
H 1.1557 0.9835 3.1718
H -1.5582 -3.5390 -1.0920
H -2.2018 -5.4919 0.7388
H -1.4564 -4.5756 2.9674
```

charge: +3
LUMO energy (alpha / beta): -10.15 / -10.15 eV
total energy: -79181.82135 eV
E_HOMO (alpha / beta): -0.597 / -0.597 hartree

***

# C5H7N6O

A gas-phase ion, C5H7N6O (charge +1) (ωB97M-V with the def2-TZVPD basis set, OMol25).

The geometry in XYZ format:
```
19
Properties=species:S:1:pos:R:3
C -3.9509 0.8362 0.8196
C -1.0709 -0.3370 0.0650
C 1.3392 -0.1380 -0.3357
C 0.0512 -0.4056 1.9406
C 2.1037 0.3736 -2.5781
N -3.3520 -0.3691 0.8168
N -2.0843 -0.5029 0.6817
N 0.1438 -0.2890 0.4864
N -4.4489 1.8612 0.7846
N 1.0537 0.0867 -1.6172
N 1.1929 -0.3935 2.5358
O 2.4302 -0.2023 0.1624
H 2.6421 1.2748 -2.2851
H 2.8141 -0.4531 -2.6246
H 1.6566 0.5209 -3.5563
H -3.9172 -1.1970 1.0134
H 0.0936 0.1289 -1.9266
H 2.1022 -0.3059 2.0736
H 1.2011 -0.4890 3.5437
```

charge: +1
LUMO energy (alpha / beta): -5.91 / -5.91 eV
total energy: -16274.63505 eV
E_HOMO (alpha / beta): -0.507 / -0.507 hartree